1.
A cluster of 6 separate species, C18H48O18S6 in total. Source: the Open Molecules 2025 dataset; level of theory: ωB97M-V/def2-TZVPD.

```
! RIJCOSX wB97M-V def2-TZVPD def2/J DEFGRID3
* xyz 0 1
C 5.28 1.89 0.89
C 4.04 2.06 1.76
O 3.68 3.44 1.74
S 2.06 3.72 1.66
C 1.56 3.01 3.22
O 1.81 5.12 1.74
O 1.56 2.95 0.55
H 6.09 2.54 1.19
H 5.04 2.09 -0.16
H 5.56 0.84 0.87
H 3.23 1.46 1.34
H 4.25 1.61 2.73
H 1.68 1.93 3.27
H 0.55 3.34 3.44
H 2.21 3.43 3.99
C -0.42 -2.62 6.07
C 0.69 -1.59 5.90
O 1.90 -2.29 5.50
S 3.20 -1.32 5.39
C 4.35 -2.70 5.17
O 3.14 -0.49 4.24
O 3.43 -0.78 6.71
H -1.21 -2.11 6.62
H -0.02 -3.43 6.68
H -0.77 -3.00 5.11
H 0.39 -0.89 5.13
H 0.92 -1.04 6.81
H 4.23 -3.30 6.06
H 5.35 -2.26 5.09
H 4.17 -3.21 4.23
C 0.14 -0.10 2.24
C -0.09 -1.16 1.19
O -0.69 -0.40 0.11
S -1.50 -1.13 -1.08
C -2.91 -1.71 -0.07
O -2.03 -0.16 -1.99
O -0.82 -2.30 -1.57
H 0.72 -0.48 3.09
H -0.78 0.33 2.64
H 0.64 0.71 1.71
H 0.84 -1.56 0.78
H -0.65 -2.04 1.50
H -3.36 -0.82 0.38
H -2.52 -2.36 0.70
H -3.60 -2.14 -0.79
C -5.33 4.78 3.01
C -4.20 4.77 1.99
O -4.11 3.46 1.42
S -2.72 2.62 1.55
C -2.36 2.56 -0.22
O -1.76 3.47 2.20
O -3.03 1.32 2.06
H -5.04 4.12 3.83
H -6.27 4.45 2.58
H -5.49 5.78 3.42
H -4.43 5.52 1.23
H -3.27 5.08 2.46
H -1.44 2.02 -0.39
H -2.34 3.60 -0.56
H -3.26 2.11 -0.64
C 3.34 -1.70 -6.72
C 2.86 -0.86 -5.55
O 3.61 -1.18 -4.38
S 2.84 -1.41 -2.97
C 1.93 -2.88 -3.41
O 3.85 -1.68 -1.99
O 1.96 -0.29 -2.77
H 4.39 -1.56 -6.94
H 2.73 -1.40 -7.58
H 3.10 -2.76 -6.60
H 3.09 0.18 -5.79
H 1.79 -0.95 -5.40
H 1.05 -2.61 -3.97
H 1.61 -3.39 -2.50
H 2.58 -3.55 -3.97
C -1.20 -1.77 -6.49
C -1.99 -1.87 -5.20
O -3.39 -1.75 -5.58
S -4.49 -2.07 -4.44
C -4.85 -0.41 -3.85
O -5.64 -2.58 -5.15
O -3.89 -2.85 -3.40
H -0.12 -1.84 -6.41
H -1.44 -0.79 -6.93
H -1.58 -2.49 -7.21
H -1.87 -2.86 -4.76
H -1.79 -1.06 -4.49
H -5.70 -0.46 -3.18
H -5.07 0.09 -4.79
H -4.01 0.01 -3.29
*
```

Computed properties:
- maximum force (eV/A) = 2.76
- orbital gap (Ha) = 0.411
- E_HOMO (eV) = -10.89
- ΔE to the lowest compared entry with this formula, charge and spin (eV) = 0.909
- structure (SMILES) = CCOS(C)(=O)=O.CCOS(C)(=O)=O.CCOS(C)(=O)=O.CCOS(C)(=O)=O.CCOS(C)(=O)=O.CCOS(C)(=O)=O

Atom charges from the Mulliken analysis, given in e for atoms 1 to 8:
1 C -1.501
2 C 0.468
3 O -0.382
4 S 1.036
5 C -0.267
6 O -0.642
7 O -0.510
8 H 0.336

***

2.
A cluster of 2 separate species, C8H12NO3S in total. Source: the Open Molecules 2025 dataset; level of theory: ωB97M-V/def2-TZVPD.

```
! RIJCOSX wB97M-V def2-TZVPD def2/J DEFGRID3
* xyz -1 1
C 3.26 1.06 -0.35
C -1.15 2.06 0.25
C -2.52 -1.15 -1.12
C -1.16 -1.64 -0.62
C -2.91 0.09 -0.11
C -1.05 -0.25 1.43
C -0.54 -0.43 0.08
C 4.44 0.41 0.26
N -1.67 0.51 0.32
O -1.94 2.80 -0.22
O -0.04 2.16 0.70
O 2.46 -1.26 -0.31
S 1.94 0.07 -0.61
H -2.71 -0.87 -2.12
H -3.24 -2.04 -0.96
H -1.11 -2.45 0.10
H -0.56 -1.82 -1.49
H -3.38 0.86 -0.74
H -3.35 -0.44 0.78
H -1.69 -0.92 1.82
H -0.58 0.35 2.19
H 3.36 2.03 -0.72
H 4.46 -0.66 -0.18
H 5.32 1.11 0.21
H 4.34 0.39 1.41
*
```

Computed properties:
- maximum force (eV/A) = 4.30
- orbital gap (spin up / spin down) (Ha) = 0.233 / 0.233
- E_HOMO (spin up / spin down) (eV) = -2.77 / -2.77
- ΔE to the lowest compared entry with this formula, charge and spin (eV) = 5.896

Atom charges from the natural (NBO) analysis, given in e for atoms 1 to 8:
1 C -0.577
2 C 0.922
3 C -0.406
4 C -0.474
5 C -0.236
6 C -0.254
7 C -0.169
8 C -0.690

***

3.
An isolated molecule of C5H10INS. Source: the Open Molecules 2025 dataset; level of theory: ωB97M-V/def2-TZVPD.

```
! RIJCOSX wB97M-V def2-TZVPD def2/J DEFGRID3
* xyz 0 1
C -1.62 2.09 -1.73
C -0.81 1.43 -0.63
C -0.79 0.09 -0.58
N -0.07 -0.83 0.19
C 0.93 -0.45 1.12
C 1.11 -1.51 2.27
S 0.19 -2.43 -0.75
I 1.94 -1.82 -2.14
H -2.61 1.48 -1.94
H -1.85 3.16 -1.33
H -0.87 2.10 -2.54
H -0.23 2.14 -0.04
H -1.51 -0.54 -1.16
H 0.75 0.61 1.41
H 1.88 -0.47 0.63
H 0.11 -1.87 2.34
H 1.82 -2.21 1.75
H 1.64 -0.97 3.13
*
```

Computed properties:
- maximum force (eV/A) = 3.49
- orbital gap (Ha) = 0.285
- E_HOMO (eV) = -8.05
- ΔE to the lowest compared entry with this formula, charge and spin (eV) = 0.567
- structure (SMILES) = C/C=C/N(CC)SI

Atom charges from the natural (NBO) analysis, given in e for atoms 1 to 8:
1 C -0.633
2 C -0.283
3 C -0.027
4 N -0.512
5 C -0.233
6 C -0.623
7 S 0.161
8 I 0.037

***

4.
A structure of composition C24H31AuFN2O4P2Si. Source: the Open Molecules 2025 dataset; level of theory: ωB97M-V/def2-TZVPD.

```
! RIJCOSX wB97M-V def2-TZVPD def2/J DEFGRID3
* xyz 1 1
Au 0.04 -0.14 -0.20
C 3.46 0.62 -0.24
P 2.07 0.19 0.84
C 2.71 -1.02 2.01
C 1.82 1.72 1.83
C 2.63 1.93 2.94
C 2.51 3.08 3.71
C 1.57 4.04 3.37
C 0.77 3.85 2.25
C 0.88 2.70 1.47
P -0.14 2.47 -0.01
C 0.49 3.73 -1.17
C -1.80 3.06 0.43
H 4.29 0.96 0.38
H 3.15 1.44 -0.90
H 3.76 -0.24 -0.83
H 3.66 -0.70 2.44
H 2.86 -1.96 1.49
H 1.97 -1.16 2.81
H 3.37 1.20 3.24
H 3.14 3.22 4.57
H 1.46 4.94 3.96
H 0.04 4.60 1.98
H 0.49 4.72 -0.70
H -0.15 3.75 -2.05
H 1.50 3.48 -1.48
H -1.81 4.11 0.72
H -2.20 2.45 1.24
H -2.44 2.94 -0.45
F -5.41 2.51 -3.22
C -5.22 1.91 -2.06
C -4.86 0.63 -1.99
N -4.67 -0.02 -0.78
C -4.06 -1.33 -0.74
C -2.54 -1.27 -0.77
O -1.91 -2.34 -0.88
O -2.00 -0.13 -0.68
C -4.76 0.66 0.43
O -4.47 0.15 1.49
N -5.20 1.96 0.31
C -5.42 2.71 -0.85
O -5.70 3.88 -0.81
H -4.71 0.03 -2.88
H -4.42 -1.95 -1.55
H -4.33 -1.80 0.20
H -5.31 2.46 1.19
C -0.31 -3.49 1.11
Si 0.01 -2.90 -0.63
C -0.35 -4.04 -2.08
C 1.87 -2.84 -0.97
C 2.69 -3.75 -0.30
C 4.01 -3.94 -0.67
C 4.54 -3.23 -1.74
C 3.74 -2.34 -2.44
C 2.41 -2.15 -2.06
H -0.66 -4.52 1.09
H -1.07 -2.89 1.60
H 0.60 -3.45 1.71
H 0.24 -4.95 -1.91
H 0.07 -3.61 -3.00
H -1.39 -4.31 -2.24
H 2.30 -4.33 0.53
H 4.63 -4.64 -0.13
H 5.57 -3.38 -2.04
H 4.14 -1.79 -3.29
H 1.80 -1.45 -2.62
*
```

Computed properties:
- maximum force (eV/A) = 0.77
- orbital gap (Ha) = 0.280
- E_HOMO (eV) = -10.86
- ΔE to the lowest compared entry with this formula, charge and spin (eV) = 1.091

Atom charges from the natural (NBO) analysis, given in e for atoms 1 to 8:
1 Au 0.631
2 C -0.959
3 P 1.017
4 C -0.973
5 C -0.381
6 C -0.133
7 C -0.198
8 C -0.174

***

5.
A structure of composition C8H18Cl2N2O3PPd. Source: the Open Molecules 2025 dataset; level of theory: ωB97M-V/def2-TZVPD.

```
! RIJCOSX wB97M-V def2-TZVPD def2/J DEFGRID3
* xyz 3 5
C 0.86 0.67 -3.82
C 0.54 0.26 -2.39
H 1.93 0.74 -4.04
H 0.37 1.64 -4.01
H 0.42 -0.05 -4.49
O 1.35 -0.06 -1.53
Cl -1.14 0.30 -2.22
Pd -0.17 -0.89 2.46
P -0.09 -2.26 0.22
C 1.10 -3.45 0.92
C -1.70 -3.03 0.58
H -0.73 -2.39 -2.19
H -0.05 -3.95 -1.63
H 1.02 -2.56 -1.96
C 0.05 -2.85 -1.56
H -2.46 -2.45 0.06
H -1.75 -4.07 0.26
H 0.92 -4.47 0.55
H 1.02 -3.39 2.02
H -1.90 -2.94 1.66
H 2.09 -3.11 0.61
C 1.61 -0.61 2.42
O 2.75 -0.51 2.62
Cl -2.18 -0.36 3.52
C 0.91 4.70 0.97
N -0.38 4.09 0.97
C -0.59 2.72 1.08
N -1.93 2.41 1.10
O 0.33 1.88 1.13
H 1.67 3.97 0.65
H 1.20 5.09 1.96
H 0.93 5.55 0.28
H -1.19 4.69 1.03
H -2.20 1.52 1.52
H -2.58 3.17 1.26
*
```

Computed properties:
- maximum force (eV/A) = 9.29
- orbital gap (spin up / spin down) (Ha) = 0.347 / 0.150
- E_HOMO (spin up / spin down) (eV) = -19.65 / -19.36
- ΔE to the lowest compared entry with this formula, charge and spin (eV) = 0.000
- ⟨S²⟩ = 6.016

Atom charges from the natural (NBO) analysis, given in e for atoms 1 to 8:
1 C -0.729
2 C 0.520
3 H 0.273
4 H 0.268
5 H 0.277
6 O -0.515
7 Cl 0.027
8 Pd 0.768

***

6.
An isolated molecule of C3H5NS3. Source: the Open Molecules 2025 dataset; level of theory: ωB97M-V/def2-TZVPD.

```
! RIJCOSX wB97M-V def2-TZVPD def2/J DEFGRID3
* xyz 0 1
S -2.24 1.38 1.38
C -0.73 0.94 0.73
C -0.61 0.82 -0.76
N 0.38 0.06 -1.13
S 0.50 -0.44 -2.76
C 0.42 0.41 1.50
S -0.07 -1.55 1.27
H -1.60 0.73 -1.57
H 1.15 -1.97 -2.49
H 0.30 0.62 2.45
H 1.37 0.61 1.04
H 1.12 -1.61 0.34
*
```

Computed properties:
- maximum force (eV/A) = 5.08
- orbital gap (Ha) = 0.275
- E_HOMO (eV) = -9.00
- ΔE to the lowest compared entry with this formula, charge and spin (eV) = 4.151
- structure (SMILES) = S=C(/C=N/S)CS

Atom charges from the natural (NBO) analysis, given in e for atoms 1 to 8:
1 S 0.027
2 C -0.108
3 C -0.002
4 N -0.577
5 S 0.202
6 C -0.463
7 S -0.086
8 H 0.211

***

Repeat the fourth record exactly.
A structure of composition C24H31AuFN2O4P2Si. Source: the Open Molecules 2025 dataset; level of theory: ωB97M-V/def2-TZVPD.

```
! RIJCOSX wB97M-V def2-TZVPD def2/J DEFGRID3
* xyz 1 1
Au 0.04 -0.14 -0.20
C 3.46 0.62 -0.24
P 2.07 0.19 0.84
C 2.71 -1.02 2.01
C 1.82 1.72 1.83
C 2.63 1.93 2.94
C 2.51 3.08 3.71
C 1.57 4.04 3.37
C 0.77 3.85 2.25
C 0.88 2.70 1.47
P -0.14 2.47 -0.01
C 0.49 3.73 -1.17
C -1.80 3.06 0.43
H 4.29 0.96 0.38
H 3.15 1.44 -0.90
H 3.76 -0.24 -0.83
H 3.66 -0.70 2.44
H 2.86 -1.96 1.49
H 1.97 -1.16 2.81
H 3.37 1.20 3.24
H 3.14 3.22 4.57
H 1.46 4.94 3.96
H 0.04 4.60 1.98
H 0.49 4.72 -0.70
H -0.15 3.75 -2.05
H 1.50 3.48 -1.48
H -1.81 4.11 0.72
H -2.20 2.45 1.24
H -2.44 2.94 -0.45
F -5.41 2.51 -3.22
C -5.22 1.91 -2.06
C -4.86 0.63 -1.99
N -4.67 -0.02 -0.78
C -4.06 -1.33 -0.74
C -2.54 -1.27 -0.77
O -1.91 -2.34 -0.88
O -2.00 -0.13 -0.68
C -4.76 0.66 0.43
O -4.47 0.15 1.49
N -5.20 1.96 0.31
C -5.42 2.71 -0.85
O -5.70 3.88 -0.81
H -4.71 0.03 -2.88
H -4.42 -1.95 -1.55
H -4.33 -1.80 0.20
H -5.31 2.46 1.19
C -0.31 -3.49 1.11
Si 0.01 -2.90 -0.63
C -0.35 -4.04 -2.08
C 1.87 -2.84 -0.97
C 2.69 -3.75 -0.30
C 4.01 -3.94 -0.67
C 4.54 -3.23 -1.74
C 3.74 -2.34 -2.44
C 2.41 -2.15 -2.06
H -0.66 -4.52 1.09
H -1.07 -2.89 1.60
H 0.60 -3.45 1.71
H 0.24 -4.95 -1.91
H 0.07 -3.61 -3.00
H -1.39 -4.31 -2.24
H 2.30 -4.33 0.53
H 4.63 -4.64 -0.13
H 5.57 -3.38 -2.04
H 4.14 -1.79 -3.29
H 1.80 -1.45 -2.62
*
```

Computed properties:
- maximum force (eV/A) = 0.77
- orbital gap (Ha) = 0.280
- E_HOMO (eV) = -10.86
- ΔE to the lowest compared entry with this formula, charge and spin (eV) = 1.091

Atom charges from the natural (NBO) analysis, given in e for atoms 1 to 8:
1 Au 0.631
2 C -0.959
3 P 1.017
4 C -0.973
5 C -0.381
6 C -0.133
7 C -0.198
8 C -0.174